# 1
The following is a DFT calculation (ωB97M-V/def2-TZVPD) of 9 unconnected molecules or ions with the total composition C57H120N6O15 at a distorted geometry.

As for the net charge: 0. The SMILES is CC1(C)CCCC(C)(C)N1O.CC1(C)CCCC(C)(C)N1O.CC1(C)CCCC(C)(C)N1O.CC1(C)CCCC(C)(C)N1O.CC1(C)CCCC(C)(C)N1O.COC(=O)OC.COC(=O)OC.COC(=O)OC.CNC(C)=O.

Positions of all 198 atoms, in Å:
C (-1.71674, 4.48319, 2.31291)
C (-0.49100, 5.39895, 2.42065)
C (-0.56773, 6.44868, 1.25051)
C (-0.36678, 6.00804, 3.82189)
C (0.96170, 6.73490, 4.04635)
C (2.04173, 5.69171, 3.86572)
C (2.04321, 4.98288, 2.52450)
C (2.63074, 5.78031, 1.39018)
C (2.91482, 3.72028, 2.70684)
N (0.62985, 4.44133, 2.29536)
O (0.62552, 3.83945, 1.02436)
H (-1.69927, 3.75498, 3.16003)
H (-2.61763, 4.98981, 2.56310)
H (-1.75620, 3.96778, 1.33601)
H (-0.14014, 5.95656, 0.35828)
H (-1.58570, 6.68910, 1.09310)
H (-0.01274, 7.36308, 1.48968)
H (-1.25312, 6.69594, 3.93036)
H (-0.41934, 5.20172, 4.57559)
H (1.04613, 7.60198, 3.34482)
H (0.88076, 7.12000, 5.05719)
H (1.79351, 4.89577, 4.62826)
H (2.99379, 6.14611, 4.09478)
H (2.60875, 5.12202, 0.52911)
H (3.64926, 5.93324, 1.59622)
H (2.20179, 6.77077, 1.16980)
H (3.18051, 3.18023, 1.77003)
H (2.28378, 3.08444, 3.32160)
H (3.78445, 4.00615, 3.31904)
H (0.31897, 2.92536, 1.15803)
C (-0.70750, -2.33853, -5.50648)
C (-2.26755, -2.32214, -5.59796)
C (-2.71581, -1.06225, -6.45413)
C (-2.84263, -3.53518, -6.20322)
C (-2.60138, -4.77082, -5.36457)
C (-3.36683, -4.53827, -4.03384)
C (-3.00956, -3.19644, -3.27410)
C (-4.19779, -2.91618, -2.34329)
C (-1.68769, -3.43212, -2.46074)
N (-2.94665, -2.07843, -4.24242)
O (-2.21544, -0.98910, -3.61974)
H (-0.39528, -2.43771, -6.56603)
H (-0.37755, -1.39157, -5.14944)
H (-0.46215, -3.31663, -5.08731)
H (-2.36879, -1.34975, -7.48872)
H (-3.79951, -0.89435, -6.42862)
H (-2.23739, -0.15191, -6.11306)
H (-3.89386, -3.35478, -6.33373)
H (-2.38010, -3.69366, -7.23627)
H (-3.04135, -5.58530, -5.86161)
H (-1.56111, -5.01949, -5.12569)
H (-3.35466, -5.37778, -3.36430)
H (-4.44185, -4.38367, -4.33114)
H (-5.11246, -2.78483, -2.96663)
H (-4.10011, -1.95762, -1.81964)
H (-4.49778, -3.71478, -1.66340)
H (-1.82095, -4.36232, -1.93435)
H (-1.46221, -2.60115, -1.82473)
H (-0.77191, -3.64151, -3.02514)
H (-2.87051, -0.26041, -3.50359)
C (1.46887, 0.29823, -4.05706)
C (1.08226, 1.71400, -4.20044)
C (-0.14938, 1.65363, -5.07496)
C (0.76264, 2.32098, -2.83441)
C (2.02917, 2.72724, -2.06001)
C (2.79398, 3.77308, -2.81979)
C (3.18476, 3.25074, -4.25190)
C (3.54363, 4.50798, -5.14104)
C (4.31068, 2.22286, -4.07126)
N (1.98894, 2.68179, -4.87048)
O (2.27148, 2.16922, -6.10216)
H (0.60351, -0.25434, -3.65531)
H (1.78722, -0.08346, -5.02255)
H (2.27970, 0.17804, -3.32437)
H (-0.32604, 2.66525, -5.49414)
H (0.01633, 1.01922, -5.93288)
H (-0.99291, 1.34507, -4.54836)
H (0.07792, 3.17421, -2.91029)
H (0.18360, 1.61467, -2.23346)
H (1.73634, 3.10820, -1.06217)
H (2.63226, 1.80103, -1.90843)
H (3.75370, 3.90664, -2.21170)
H (2.17207, 4.68737, -2.79761)
H (3.72854, 4.21561, -6.16254)
H (4.46534, 4.99178, -4.80432)
H (2.75447, 5.27984, -5.04467)
H (5.26316, 2.69342, -3.87073)
H (4.55022, 1.69562, -4.98369)
H (4.09165, 1.47619, -3.36405)
H (1.88762, 2.84094, -6.72354)
C (-2.74106, -4.04797, 1.15679)
C (-3.31425, -2.87268, 1.95901)
C (-4.00562, -3.51833, 3.19984)
C (-2.16751, -1.99710, 2.33851)
C (-2.45073, -0.57844, 2.74705)
C (-3.27866, 0.03221, 1.60484)
C (-4.65310, -0.65245, 1.35427)
C (-5.61185, -0.53420, 2.54187)
C (-5.28826, -0.05717, 0.13979)
N (-4.24688, -2.09508, 1.07215)
O (-5.51099, -2.82030, 0.90536)
H (-1.86621, -4.50827, 1.66786)
H (-3.52875, -4.86126, 1.04101)
H (-2.42564, -3.69186, 0.15996)
H (-4.80960, -4.18344, 2.88582)
H (-3.30239, -4.03633, 3.81521)
H (-4.41040, -2.78634, 3.91022)
H (-1.57327, -2.57486, 2.99440)
H (-1.45749, -1.88833, 1.54025)
H (-3.02286, -0.37512, 3.61466)
H (-1.46135, -0.10504, 2.79998)
H (-2.74697, 0.08763, 0.69643)
H (-3.40108, 1.07698, 1.88920)
H (-5.85162, 0.51527, 2.67838)
H (-5.23464, -0.74348, 3.53697)
H (-6.58084, -1.01807, 2.44218)
H (-6.23848, -0.58123, 0.02475)
H (-4.54083, -0.20205, -0.69500)
H (-5.51702, 0.98250, 0.46234)
H (-5.53100, -3.37925, 0.07647)
C (2.79778, -5.74266, 0.79237)
C (2.71063, -4.22077, 1.23388)
C (1.46885, -3.92428, 2.07290)
C (4.00584, -3.82803, 2.06275)
C (5.24638, -3.75187, 1.17595)
C (5.07980, -2.85367, -0.03313)
C (3.84655, -3.14181, -0.87544)
C (3.40949, -1.89914, -1.72594)
C (4.06455, -4.34280, -1.77347)
N (2.66553, -3.30991, 0.08516)
O (1.56321, -3.74540, -0.73796)
H (1.84769, -6.05556, 0.41306)
H (3.60108, -5.94918, 0.09840)
H (2.87717, -6.31142, 1.70972)
H (0.47723, -4.15923, 1.57158)
H (1.46313, -4.46370, 3.06722)
H (1.53105, -2.82477, 2.22762)
H (3.68592, -2.86267, 2.37564)
H (4.03853, -4.49215, 2.90938)
H (6.10944, -3.28734, 1.74062)
H (5.59714, -4.74354, 0.88808)
H (5.97263, -3.08016, -0.64033)
H (5.14402, -1.74911, 0.20600)
H (3.18347, -1.00736, -1.13461)
H (2.65009, -2.13969, -2.44665)
H (4.19283, -1.47750, -2.38176)
H (4.29634, -4.03178, -2.76347)
H (3.20804, -5.00824, -1.86605)
H (4.87249, -4.91432, -1.31994)
H (1.44591, -4.74032, -0.70180)
C (-0.16422, 1.49652, 5.03751)
O (-0.04352, 0.01739, 5.03045)
C (-0.67184, -0.60803, 6.05899)
O (-1.08569, 0.00679, 7.04660)
O (-0.67315, -1.88871, 5.82015)
C (-1.00797, -2.69540, 6.94000)
H (-0.32164, 1.70242, 3.97578)
H (0.74930, 1.74638, 5.46650)
H (-0.95477, 1.92060, 5.64473)
H (-1.92491, -2.37650, 7.45842)
H (-0.10030, -2.75468, 7.57950)
H (-1.15657, -3.70292, 6.53446)
C (1.93137, -0.40857, 8.30445)
O (1.92978, -1.41603, 7.17711)
C (2.80416, -1.13307, 6.17364)
O (3.16803, -1.95648, 5.38833)
O (3.01660, 0.14158, 6.07221)
C (4.02948, 0.51838, 5.24064)
H (1.28023, -0.92514, 9.02347)
H (1.43469, 0.53236, 7.96924)
H (2.83436, -0.32251, 8.86260)
H (3.68899, 0.77860, 4.26518)
H (4.82686, -0.21686, 5.20202)
H (4.48099, 1.41390, 5.75011)
C (-2.51547, 2.21233, -1.29699)
O (-2.56890, 3.10327, -2.43267)
C (-3.24749, 2.69638, -3.53426)
O (-3.69901, 1.59828, -3.78592)
O (-3.09305, 3.63843, -4.42342)
C (-3.88348, 3.53730, -5.60291)
H (-2.03816, 1.23667, -1.52986)
H (-3.49856, 2.03329, -0.92136)
H (-1.78194, 2.52900, -0.50363)
H (-3.75115, 2.61476, -6.22281)
H (-3.60444, 4.34739, -6.26594)
H (-4.94383, 3.67956, -5.35087)
C (2.32340, 0.34245, 2.16087)
N (1.67119, -0.34905, 1.06617)
C (0.54318, 0.03126, 0.45027)
C (0.08482, -0.87840, -0.61995)
O (-0.08945, 1.06974, 0.73352)
H (1.91448, 1.34704, 2.23648)
H (3.41476, 0.42950, 2.10353)
H (2.22265, -0.13367, 3.16693)
H (2.06539, -1.25068, 0.79682)
H (0.39603, -1.89760, -0.44155)
H (0.33331, -0.55371, -1.60482)
H (-1.01421, -0.93228, -0.68217)


# 2
The following is a DFT calculation (ωB97M-V/def2-TZVPD) of a molecular structure, C11H34BrClO7P.

As for the net charge: +1.

Positions of all 55 atoms, in Å:
C (3.63539, 0.25822, -2.49901)
C (2.73862, 0.02837, -3.71918)
C (1.36032, -0.55860, -3.42026)
Br (1.37656, -1.94364, -2.07704)
P (0.18856, 0.72534, -2.93592)
C (-1.30774, 0.03457, -2.20454)
C (-2.38181, 1.05262, -1.90896)
O (-3.50979, 0.75515, -1.73436)
Cl (-1.84758, 2.71999, -1.82676)
H (4.45261, 0.91726, -2.76019)
H (3.06792, 0.67183, -1.66886)
H (4.07113, -0.68897, -2.20594)
H (2.64728, 0.93437, -4.31903)
H (3.23173, -0.69993, -4.35962)
H (0.96865, -1.02018, -4.32284)
H (0.76965, 1.67107, -2.09863)
H (-0.22237, 1.35760, -4.10448)
H (-1.06854, -0.53983, -1.31259)
H (-1.72056, -0.66176, -2.93414)
C (2.53064, -0.95659, 2.11163)
O (2.60609, -0.62035, 0.71349)
H (2.73665, -0.06219, 2.68813)
H (1.53052, -1.31580, 2.35878)
H (3.27149, -1.71940, 2.36188)
H (2.40544, -1.41705, 0.21568)
C (-5.87064, -2.53801, 0.99410)
O (-4.46603, -2.28777, 0.86010)
H (-5.99484, -3.25481, 1.80019)
H (-6.40951, -1.62404, 1.24332)
H (-6.27882, -2.96197, 0.07317)
H (-4.36518, -1.65741, 0.14426)
C (-8.33809, -0.55489, -0.73978)
O (-8.61108, -0.58745, 0.65601)
H (-7.25885, -0.48624, -0.85632)
H (-8.69067, -1.46590, -1.23047)
H (-8.80058, 0.31594, -1.21086)
H (-9.56204, -0.64627, 0.77660)
C (6.94744, 1.62551, -0.47555)
O (6.51214, 1.09424, -1.72850)
H (6.10607, 2.16062, -0.04365)
H (7.24708, 0.82875, 0.20810)
H (7.77861, 2.32075, -0.60717)
H (7.25208, 0.61997, -2.11698)
C (3.68790, 2.21366, 4.65998)
O (3.52291, 0.80584, 4.80619)
H (2.70412, 2.66410, 4.75953)
H (4.34089, 2.62167, 5.43448)
H (4.09565, 2.46863, 3.67699)
H (4.39064, 0.40106, 4.72656)
C (-2.22469, -0.31621, 2.81813)
O (-0.81589, -0.07307, 2.73747)
H (-2.38335, -1.03638, 3.61407)
H (-2.76705, 0.60166, 3.05820)
H (-2.61528, -0.73719, 1.88915)
H (-0.66378, 0.56312, 2.03545)


# 3
The following is a DFT calculation (ωB97M-V/def2-TZVPD) of a molecular structure, C19H30AlCl15NOS at a distorted geometry.

As for the net charge: -1.

Positions of all 68 atoms, in Å:
C (-3.67996, 2.26462, -2.35923)
C (-2.43953, 1.49903, -3.16595)
C (-1.30142, 2.64602, -3.44472)
Al (0.56720, 2.10119, -2.67637)
S (2.07988, 2.71242, -4.33712)
O (0.68239, 0.22181, -2.44574)
C (1.40733, -0.03392, -1.19120)
C (1.82152, -1.61446, -0.98944)
C (2.48794, -1.70912, 0.54113)
C (0.57692, -2.67309, -1.13250)
C (-0.85210, -2.07798, -0.59266)
C (0.56094, -3.21531, -2.67974)
C (0.97571, 2.98741, -0.87291)
C (2.49199, 3.30463, -0.27319)
C (2.83668, 4.03839, 1.13642)
N (1.73508, 4.48310, 2.03751)
C (0.35052, 4.22518, 1.54986)
C (-0.20151, 3.50252, 0.19956)
H (-4.05280, 3.14934, -3.03378)
H (-4.58805, 1.55761, -2.13532)
H (-3.18427, 2.70681, -1.37220)
H (-2.90348, 1.04997, -4.16838)
H (-2.02627, 0.57135, -2.56112)
H (-1.25155, 2.82587, -4.62283)
H (-1.62804, 3.66487, -2.96156)
H (2.34701, 4.10100, -4.23515)
H (2.43301, 0.57403, -1.22413)
H (0.73650, 0.26351, -0.27687)
H (2.68849, -1.89292, -1.72591)
H (3.36097, -0.90987, 0.67172)
H (1.65230, -1.37829, 1.31936)
H (2.91102, -2.78303, 0.73313)
H (0.83614, -3.61418, -0.44515)
H (-1.43943, -1.51518, -1.43683)
H (-0.61609, -1.34932, 0.31174)
H (-1.46563, -2.98794, -0.12553)
H (-0.49547, -3.17926, -3.20158)
H (0.94487, -4.34192, -2.70008)
H (1.35098, -2.60488, -3.31450)
H (3.41267, 2.95466, -0.93862)
H (3.96213, 4.24369, 1.47507)
H (-0.51451, 4.61337, 2.27905)
H (-1.35935, 3.37750, -0.04889)
C (-2.78914, 0.49691, 2.10831)
Cl (-1.94678, -1.06183, 2.08850)
Cl (-1.62883, 1.82946, 2.24021)
Cl (-3.78761, 0.68288, 0.65636)
H (-3.44452, 0.52310, 2.98263)
C (1.96121, -3.23568, 4.45061)
Cl (2.62841, -1.59431, 4.43139)
Cl (0.93287, -3.50584, 3.03324)
Cl (3.26338, -4.43578, 4.51225)
H (1.34719, -3.34736, 5.34791)
C (6.59697, 1.96804, 1.22415)
Cl (5.27421, 3.13556, 1.06042)
Cl (6.24391, 0.80464, 2.51304)
Cl (6.87977, 1.12915, -0.31077)
H (7.50605, 2.51281, 1.49146)
C (-6.67651, 0.75490, 4.60339)
Cl (-6.23800, 2.46734, 4.48129)
Cl (-8.20029, 0.44094, 3.75548)
Cl (-5.38190, -0.26648, 3.95497)
H (-6.81303, 0.50882, 5.65954)
C (-1.42577, -6.20718, -1.19870)
Cl (-0.80246, -6.99141, -2.66023)
Cl (-2.78510, -7.12671, -0.53080)
Cl (-0.14097, -6.03080, 0.00872)
H (-1.78381, -5.21041, -1.46872)


Number 1: E_LUMO 0.0183 Eh, gap between HOMO and LUMO 8.56 eV. Number 2: E_LUMO -0.1191 Eh, gap between HOMO and LUMO 8.79 eV. Number 3: E_LUMO 0.0655 Eh, gap between HOMO and LUMO 6.93 eV.